C21H40Cl3FeN4O4Si as an isolated structure in a non-equilibrium geometry. Source: the Open Molecules 2025 dataset; level of theory: ωB97M-V/def2-TZVPD.

Its total charge is -1. The calculation puts the gap between HOMO and LUMO (alpha / beta) at 8.01 / 7.32 eV. The total energy is -116417.4118 eV. The multiplicity is 5. The calculation puts the LUMO energy (alpha / beta) at 2.34 / 2.34 eV.

Positions of all 74 atoms, in Å:
Fe -3.94761 1.84414 0.98512
Cl -4.58172 3.88994 1.35861
Cl -5.27624 0.29667 1.69124
Cl -2.52528 1.55838 -0.61107
Si 1.94099 -1.01216 -0.17375
O -1.14253 3.10310 3.26961
O -4.40169 2.51017 4.59758
O -1.85761 0.22462 2.77853
O 2.25599 -0.90763 -1.80240
N -1.08943 4.51974 1.46487
N -1.45877 -2.01575 3.10758
N -6.67065 2.88493 4.30993
N -5.60377 3.76093 6.13922
C 1.85253 -0.66598 -4.13144
C 0.04928 3.88072 0.85620
C -5.45640 2.99573 4.97341
C 2.95323 0.33182 -6.14794
C 2.90527 -0.55445 -4.95208
C 4.13367 -2.82286 -2.80062
C 4.93853 -3.93731 -3.06084
C 2.23790 -3.98658 -3.78678
C 0.61303 0.17041 -4.23240
C -1.67604 5.62900 0.73805
C 2.78539 -2.85136 -3.17129
C 1.87567 -1.64285 -2.96333
C -2.21758 -0.95346 2.73418
C 4.40991 -5.04898 -3.72163
C 0.47489 0.07626 0.16434
C 3.05515 -5.07715 -4.08137
C 3.47557 -0.37965 0.67948
C -0.24989 -1.82000 3.88424
C 1.59922 -2.79994 0.27284
C -1.60592 4.04349 2.63145
C -1.68077 -3.34002 2.54532
H 3.43170 -0.57086 1.76054
H 3.58161 0.70269 0.52452
H -2.49855 6.04911 1.32068
H 4.00220 0.45694 -6.42904
H -4.80174 3.69524 6.74174
H 3.80218 -1.14819 -4.76769
H 1.54930 -2.92865 1.36478
H -6.49476 3.62888 6.59987
H 0.64390 -1.85728 3.24203
H 2.43491 -0.09945 -7.01570
H 2.63856 -5.94176 -4.59890
H -0.17902 -2.62954 4.62000
H 0.71268 4.65626 0.45574
H -2.65529 -3.35210 2.04379
H 5.05067 -5.89864 -3.96188
H -0.89862 -3.60603 1.81563
H 0.83832 -1.99903 -2.85344
H -0.91590 6.40319 0.56620
H 0.80643 1.08602 -4.80446
H 5.98628 -3.91853 -2.75622
H 4.53857 -1.92738 -2.32146
H 0.57717 3.28764 1.60670
H 2.52760 1.32609 -5.96925
H -6.59667 2.48405 3.38594
H -0.18699 -0.38632 -4.74888
H -2.51901 4.59264 2.94086
H 1.17474 -3.96551 -4.04968
H -3.22208 -1.25518 2.37505
H -2.06442 5.30819 -0.23943
H 2.39951 -3.45296 -0.10660
H 0.64373 1.07992 -0.24475
H 0.24091 0.44804 -3.23470
H -0.42491 -0.31985 -0.31753
H -0.29851 -0.85165 4.38929
H -7.27156 3.69523 4.39886
H 0.24349 0.18835 1.23034
H 4.37425 -0.86801 0.28021
H 0.64900 -3.14734 -0.15860
H -1.67365 -4.09321 3.34360
H -0.26032 3.22505 0.02697

***

C21H40Cl3HgN2O4Si as an isolated structure in a non-equilibrium geometry. Source: the Open Molecules 2025 dataset; level of theory: ωB97M-V/def2-TZVPD.

Its total charge is -1. The calculation puts the gap between HOMO and LUMO (alpha / beta) at 6.71 / 5.53 eV. The total energy is -83215.9682 eV. The calculation puts the LUMO energy (alpha / beta) at 1.31 / 1.13 eV.

Positions of all 72 atoms, in Å:
Hg 0.96075 -3.28983 0.69391
Cl 2.33954 -1.52196 1.97261
Cl -1.30564 -3.02390 -0.69338
Cl 2.44195 -3.78856 -1.24655
Si 0.88719 -5.37484 1.14279
O -0.05032 0.08243 -0.45807
O -1.11336 2.05074 2.85951
O -2.72848 -0.50933 1.05547
O -0.74411 -1.93593 2.30308
N -3.00640 0.54488 -0.95235
N 0.11457 3.94694 2.45122
C 1.44042 4.54013 2.32619
C -3.38798 -0.66344 -1.64871
C 1.28253 -1.32721 -2.78573
C -0.02946 2.60905 2.61308
C 0.96507 4.90779 -1.17733
C -2.89648 1.73844 -1.77470
C 0.96759 0.10635 -2.55480
C -0.44179 -0.96697 3.30124
C 2.24475 2.85050 -1.25224
C 1.62489 -6.97897 0.39030
C 1.98693 -5.14915 2.69663
C 0.48809 0.93689 -3.49738
C -0.06971 2.82947 -0.57281
C -2.69050 0.50748 0.35392
C 1.08152 2.14891 -0.93748
C 2.17631 4.24507 -1.38344
C 0.20617 0.52126 -4.90263
C -0.96792 -5.74640 1.19260
C 1.00548 0.58555 -1.06157
C -0.98772 4.85090 2.74925
C -0.16558 4.20138 -0.75433
H 3.07818 4.80282 -1.65554
H -1.91057 4.26884 2.77504
H 1.47604 -1.53911 -3.84268
H -1.03845 5.61424 1.97177
H 1.86746 4.78494 3.31389
H 3.02229 -5.41878 2.42978
H -1.40864 -1.49840 1.70366
H -4.06508 -0.40123 -2.46783
H 0.92018 2.03169 2.48313
H -0.22702 -0.49224 -4.93357
H 2.69228 -6.82187 0.14446
H -0.50511 1.22451 -5.35242
H 2.15245 -1.61795 -2.19162
H 2.04656 -4.11749 3.08824
H 1.11548 0.52619 -5.52586
H -1.57411 -4.98207 1.69901
H 0.65603 -0.83310 3.20235
H 1.05155 -7.25626 -0.51472
H 2.11250 3.83103 1.81404
H 1.52446 -7.79350 1.15092
H -0.68866 -1.36964 4.31051
H -1.11755 4.69618 -0.57294
H 0.89804 5.98989 -1.31762
H 1.97552 0.17624 -0.67077
H -2.46910 1.50024 0.79265
H -1.16211 -6.72289 1.64218
H 1.38037 5.46177 1.73547
H -0.90233 2.24434 -0.18326
H -2.49198 -1.17251 -2.03822
H 0.27488 1.98845 -3.25589
H -2.90440 2.63404 -1.12619
H -0.82355 5.34243 3.71189
H 1.63638 -5.78299 3.51447
H -3.74252 1.78567 -2.46592
H -3.86157 -1.34475 -0.92587
H -1.33664 -5.75221 0.15998
H 0.45555 -1.95884 -2.43381
H -0.93908 0.02086 3.15566
H 3.17170 2.28574 -1.40461
H -1.96774 1.73803 -2.36803

***

Number 1: molecular weight 602.87 Da. Number 2: molecular weight 719.60 Da.